Record 1
C31H36MoN4O2Se | the ωB97M-V functional and the def2-TZVPD basis

## Properties
multiplicity: 1
lowest unoccupied orbital energy (alpha / beta): -0.253 / -0.252 Eh
calculated total energy: -4041.61610 Eh
total charge: +2

Cartesian coordinates (Å):
1 Mo -0.6024 2.5243 0.6877
2 O 0.6421 3.4957 -0.3078
3 C 1.8637 4.0496 -0.2011
4 C 2.5504 4.4233 -1.3483
5 C 3.8214 4.9482 -1.2146
6 C 4.4090 5.1137 0.0433
7 C 3.7130 4.7614 1.1756
8 C 2.4222 4.2164 1.0718
9 C 1.6996 3.8680 2.2589
10 N 0.5224 3.3342 2.3090
11 C -0.0133 3.0740 3.6568
12 C -1.5087 2.9017 3.5736
13 N -1.8462 2.1403 2.3592
14 C -2.9030 1.3833 2.4257
15 C -3.4933 0.6484 1.3619
16 C -4.6397 -0.1365 1.6064
17 C -5.2313 -0.8333 0.5845
18 C -4.6995 -0.7535 -0.7119
19 C -3.5922 0.0184 -0.9875
20 C -2.9872 0.7180 0.0562
21 O -1.9067 1.4584 -0.1801
22 H 2.0824 4.3044 -2.3158
23 H 4.3698 5.2380 -2.1011
24 H 5.4059 5.5230 0.1232
25 H 4.1500 4.9062 2.1558
26 H 2.1863 4.1040 3.2042
27 H 0.2266 3.9106 4.3124
28 H 0.4609 2.1737 4.0526
29 H -2.0070 3.8713 3.5186
30 H -1.8773 2.3780 4.4554
31 H -3.4082 1.3178 3.3885
32 H -5.0505 -0.1756 2.6078
33 H -6.1137 -1.4289 0.7706
34 H -5.1690 -1.3069 -1.5147
35 H -3.1916 0.1017 -1.9891
36 C -0.2491 -5.0479 1.4188
37 C 0.7256 -3.8753 1.4198
38 C 0.1760 -2.6170 2.0897
39 C -0.9606 -1.9330 1.3336
40 N -0.5738 -1.5399 -0.0292
41 C 0.2502 -0.5379 -0.3579
42 Se 1.0354 0.6778 0.8661
43 N 0.4253 -0.5138 -1.6826
44 C 1.2531 0.4406 -2.4342
45 C 2.7491 0.1614 -2.3487
46 C 3.2014 -1.2056 -2.8674
47 C 2.9557 -2.3705 -1.9059
48 C -0.3517 -1.5171 -2.2495
49 C -0.5478 -1.8952 -3.5764
50 C -1.4250 -2.9347 -3.7968
51 C -2.0841 -3.5817 -2.7367
52 C -1.8785 -3.2173 -1.4239
53 C -0.9874 -2.1700 -1.1991
54 H 0.2331 -5.9544 1.0554
55 H -1.1151 -4.8724 0.7795
56 H -0.6144 -5.2517 2.4270
57 H 1.0432 -3.6435 0.3972
58 H 1.6309 -4.1681 1.9535
59 H 0.9782 -1.8919 2.2406
60 H -0.2090 -2.8704 3.0812
61 H -1.2910 -1.0338 1.8541
62 H -1.8200 -2.5928 1.2301
63 H 1.0208 1.4402 -2.0651
64 H 0.9124 0.3808 -3.4664
65 H 3.0852 0.2881 -1.3162
66 H 3.2284 0.9526 -2.9306
67 H 4.2728 -1.1427 -3.0609
68 H 2.7335 -1.4074 -3.8360
69 H 3.2430 -2.0999 -0.8859
70 H 3.5536 -3.2353 -2.1907
71 H 1.9157 -2.6998 -1.8908
72 H -0.0347 -1.4124 -4.3962
73 H -1.6101 -3.2647 -4.8097
74 H -2.7667 -4.3902 -2.9598
75 H -2.3885 -3.7246 -0.6180

Record 2
C31H37BN4O2SY | the ωB97M-V functional and the def2-TZVPD basis

## Properties
multiplicity: 1
lowest unoccupied orbital energy: -0.129 Eh
calculated total energy: -2034.30455 Eh
total charge: +1

Cartesian coordinates (Å):
1 Y -0.1153 -0.0286 0.4075
2 C 0.5918 4.8377 3.7245
3 C -0.1064 3.4786 3.6624
4 C -1.3711 3.4770 2.8293
5 C -2.5020 4.1043 3.3549
6 C -3.7138 4.0925 2.6908
7 C -3.8309 3.4093 1.4863
8 C -2.7373 2.7636 0.9308
9 C -2.8888 2.0065 -0.3703
10 C -2.3511 2.7174 -1.6077
11 C -1.5100 2.8468 1.5948
12 N -0.3881 2.1905 0.9606
13 C 0.6781 2.8778 0.6792
14 C 1.8134 2.2878 0.0597
15 C 3.0432 2.8540 -0.2188
16 C 3.8335 1.8391 -0.7824
17 C 3.0409 0.7031 -0.8198
18 N 1.8010 0.9428 -0.3233
19 H 1.4021 4.8299 4.4550
20 H -0.1062 5.6257 4.0136
21 H 1.0205 5.1292 2.7625
22 H -0.3857 3.1831 4.6753
23 H 0.5885 2.7152 3.3153
24 H -2.4207 4.5971 4.3182
25 H -4.5720 4.5935 3.1197
26 H -4.7882 3.3647 0.9795
27 H -3.9452 1.7713 -0.5077
28 H -2.4279 1.0132 -0.2980
29 H -2.8728 3.6642 -1.7558
30 H -2.4937 2.1082 -2.5021
31 H -1.2868 2.9442 -1.5175
32 H 0.7015 3.9423 0.9035
33 H 3.3249 3.8790 -0.0259
34 H 4.8559 1.9176 -1.1167
35 H 3.3136 -0.2767 -1.1851
36 C 3.1694 -5.5684 6.8852
37 C 1.9751 -5.8825 5.9754
38 C 0.8471 -6.4891 6.8193
39 C 2.4122 -6.9141 4.9373
40 C 1.4827 -4.5857 5.3167
41 C 1.0518 -3.5239 6.1282
42 C 0.5880 -2.3210 5.6058
43 C 0.5691 -2.2153 4.2348
44 O 0.1650 -1.1399 3.4569
45 B 0.3534 -1.5399 2.1223
46 O 0.8664 -2.8545 2.0983
47 C 0.9851 -3.2335 3.4278
48 C 1.4467 -4.4323 3.9282
49 H 3.5483 -6.4847 7.3460
50 H 2.8934 -4.8831 7.6891
51 H 3.9861 -5.1109 6.3213
52 H 1.1776 -7.4249 7.2781
53 H -0.0334 -6.7043 6.2087
54 H 0.5397 -5.8159 7.6223
55 H 2.7566 -7.8200 5.4406
56 H 3.2383 -6.5486 4.3211
57 H 1.5913 -7.2015 4.2747
58 H 1.0789 -3.6377 7.2046
59 H 0.2595 -1.5142 6.2471
60 H 1.7678 -5.2144 3.2539
61 C 1.9109 -4.3482 -3.5472
62 C 1.0742 -3.1149 -3.6422
63 C 1.1000 -2.2044 -4.6586
64 C 0.2370 -1.1068 -4.5864
65 N -0.6042 -0.9051 -3.5635
66 C -0.6230 -1.7932 -2.5768
67 S -1.6782 -1.7127 -1.1931
68 N 0.2091 -2.8654 -2.6346
69 C 0.1993 -0.0785 -5.6713
70 H 2.5627 -4.4279 -4.4129
71 H 1.2767 -5.2357 -3.5045
72 H 2.5258 -4.3298 -2.6454
73 H 1.7718 -2.3412 -5.4927
74 H 0.1262 -3.5208 -1.8664
75 H 0.9226 -0.2758 -6.4586
76 H 0.3880 0.9047 -5.2382
77 H -0.8048 -0.0549 -6.0979

Record 3
C31H37BaBrN3O2 | the ωB97M-V functional and the def2-TZVPD basis

## Properties
multiplicity: 1
lowest unoccupied orbital energy: 0.070 Eh
calculated total energy: -4118.01114 Eh
total charge: -1

Cartesian coordinates (Å):
1 Ba -0.1721 -0.9232 1.4852
2 C 2.2330 -0.6856 -1.9181
3 C 2.5777 0.4943 -1.0057
4 C 3.2140 1.6361 -1.7986
5 C 3.4584 0.0772 0.1578
6 C 4.6658 -0.5615 -0.0967
7 C 5.4914 -0.9656 0.9388
8 C 5.0979 -0.7271 2.2443
9 C 3.9016 -0.0830 2.5458
10 C 3.5613 0.1487 4.0069
11 C 3.5441 1.6340 4.3721
12 C 2.2683 -0.5357 4.4522
13 C 3.0708 0.3341 1.4904
14 N 1.7968 0.8835 1.7293
15 C 1.6088 2.1823 1.5401
16 O 2.4448 3.0812 1.3868
17 C 0.1325 2.5568 1.4546
18 C -0.3819 3.7858 1.8331
19 C -1.7457 3.9950 1.6813
20 C -2.5484 3.0145 1.1165
21 C -1.9469 1.8316 0.7143
22 N -0.6456 1.6278 0.9005
23 C -2.7206 0.7756 -0.0707
24 O -3.9064 1.0187 -0.3188
25 N -1.9982 -0.2866 -0.4660
26 C -2.5704 -1.0361 -1.5175
27 C -2.8407 -0.4317 -2.7640
28 C -3.3911 -1.1952 -3.7855
29 C -3.6554 -2.5437 -3.6280
30 C -3.3273 -3.1526 -2.4293
31 C -2.7834 -2.4236 -1.3784
32 C -2.3724 -3.1083 -0.0903
33 C -3.2533 -2.6862 1.0901
34 C -2.3358 -4.6315 -0.1524
35 C -2.4945 1.0158 -3.0603
36 C -1.4568 1.1090 -4.1823
37 C -3.7380 1.8399 -3.3947
38 H 1.5298 -0.3789 -2.6943
39 H 1.7742 -1.5081 -1.3596
40 H 3.1216 -1.0904 -2.4080
41 H 1.6385 0.8673 -0.5962
42 H 4.1566 1.3154 -2.2510
43 H 3.4138 2.4833 -1.1422
44 H 2.5489 1.9658 -2.6003
45 H 4.9636 -0.7433 -1.1234
46 H 6.4305 -1.4641 0.7327
47 H 5.7368 -1.0424 3.0626
48 H 4.3797 -0.3148 4.5694
49 H 2.7387 2.1529 3.8562
50 H 4.4801 2.1192 4.0918
51 H 3.4001 1.7526 5.4490
52 H 1.3882 -0.0147 4.0785
53 H 2.1959 -0.5372 5.5417
54 H 2.2260 -1.5773 4.1203
55 H 0.2795 4.5413 2.2329
56 H -2.1837 4.9354 1.9940
57 H -3.6093 3.1470 0.9618
58 H -3.6095 -0.7213 -4.7364
59 H -4.0889 -3.1200 -4.4359
60 H -3.4964 -4.2151 -2.3128
61 H -1.3338 -2.7803 0.0481
62 H -4.2369 -3.1424 0.9531
63 H -3.4020 -1.6100 1.1478
64 H -2.8567 -3.0270 2.0494
65 H -3.3390 -5.0378 -0.2922
66 H -1.9526 -5.0281 0.7900
67 H -1.7040 -5.0000 -0.9629
68 H -2.0335 1.4459 -2.1724
69 H -1.8486 0.7162 -5.1235
70 H -0.5577 0.5422 -3.9331
71 H -1.1682 2.1497 -4.3486
72 H -4.2120 1.4747 -4.3100
73 H -3.4677 2.8871 -3.5533
74 H -4.4570 1.7843 -2.5790
75 Br -1.6273 -0.9919 4.1734

Record 4
C31H37EuN2O | the ωB97M-V functional and the def2-TZVPD basis

## Properties
multiplicity: 7
lowest unoccupied orbital energy (alpha / beta): -0.028 / 0.016 Eh
calculated total energy: -2098.43840 Eh

Cartesian coordinates (Å):
1 C -2.0178 -1.3296 1.0296
2 C -2.2053 0.0542 1.3070
3 C -2.2969 0.7389 0.0676
4 H -2.2833 0.5056 2.2969
5 C -2.1695 -0.2220 -0.9777
6 C -1.9989 -1.5001 -0.3854
7 H -2.2605 -0.0227 -2.0458
8 C 1.7929 -0.6246 2.7842
9 C 0.5389 -0.0572 3.1573
10 C 0.4730 1.2670 2.6323
11 H -0.2521 -0.5638 3.7092
12 C 1.6921 1.5141 1.9221
13 C 2.4965 0.3289 2.0039
14 H -2.5097 1.8006 -0.0613
15 H -1.8581 -2.4425 -0.9201
16 H -1.8811 -2.1272 1.7597
17 H 3.4748 0.2049 1.5264
18 H -0.3444 1.9841 2.7529
19 H 2.1555 -1.6237 3.0234
20 Eu 0.3710 -0.2764 0.3499
21 C 1.9484 2.6275 0.9283
22 C 3.4563 2.8899 0.8333
23 C 1.2243 3.9022 1.3409
24 H 3.8354 3.0582 1.8495
25 H 3.6576 3.7871 0.2381
26 H 4.0050 2.0505 0.3938
27 H 1.5347 4.1544 2.3625
28 H 0.1326 3.8080 1.3210
29 H 1.5092 4.7281 0.6809
30 C 1.3475 2.0535 -0.4162
31 C 1.8018 2.5768 -1.7762
32 H 0.2306 2.0687 -0.3722
33 H 1.7953 1.0111 -0.5063
34 O 2.9556 2.2860 -2.0922
35 N 0.8577 3.1564 -2.6167
36 C -0.2984 2.3524 -3.0403
37 H 1.2908 3.6769 -3.3777
38 C -1.6056 2.9974 -2.6565
39 C -2.7970 2.4121 -3.1062
40 H -2.7305 1.5544 -3.7863
41 C -4.0330 2.8976 -2.6707
42 H -4.9502 2.4065 -3.0112
43 C -4.0798 4.0040 -1.8104
44 H -5.0454 4.3816 -1.4724
45 C -2.8941 4.6293 -1.4069
46 H -2.9276 5.5093 -0.7617
47 C -1.6534 4.1317 -1.8383
48 H -0.7165 4.6142 -1.5447
49 H -0.2535 1.3353 -2.6022
50 H -0.2857 2.1798 -4.1313
51 C -1.4165 -4.4237 2.8631
52 N -0.7898 -4.0942 1.5889
53 C -1.2648 -4.9522 0.5151
54 C 0.6538 -3.9378 1.6825
55 C 1.3319 -3.6888 0.3560
56 C 2.0335 -4.7440 -0.2657
57 C 2.6135 -4.5425 -1.5234
58 C 2.5207 -3.3064 -2.1672
59 C 1.8421 -2.2377 -1.5246
60 C 1.2988 -2.4671 -0.2795
61 H -2.5075 -4.4233 2.7276
62 H -1.1447 -3.6689 3.6150
63 H -1.1086 -5.4195 3.2355
64 H -0.9284 -4.5844 -0.4613
65 H -0.9244 -5.9979 0.6328
66 H -2.3635 -4.9456 0.5364
67 H 0.8408 -3.0912 2.3648
68 H 1.1000 -4.8461 2.1314
69 H 2.1020 -5.7052 0.2539
70 H 3.1425 -5.3677 -1.9964
71 H 2.9695 -3.1477 -3.1501
72 H 1.7699 -1.2575 -2.0184

Record 5
C31H37F3N4O11 | the ωB97M-V functional and the def2-TZVPD basis

## Properties
structure (SMILES): [H]/N=C(\C)C[C@@](C#N)(C(F)(F)F)[C@](C#C)(C#N)OC#N.O=C1CCCO1.O=C1CCCO1.O=C1CCCO1.O=C1CCCO1.O=C1CCCO1
multiplicity: 1
lowest unoccupied orbital energy: -0.019 Eh
calculated total energy: -2549.55138 Eh

Cartesian coordinates (Å):
1 H -5.0963 0.1145 4.1142
2 N -4.1627 0.0991 3.6598
3 C -3.4455 -0.8432 4.2002
4 C -4.1484 -1.7195 5.3213
5 C -1.9844 -1.0256 3.6372
6 C -0.8226 -1.0312 4.7243
7 C 0.5249 -0.9684 3.8706
8 N 1.4953 -0.8867 3.2422
9 C -0.7733 0.2947 5.6151
10 F -0.5698 1.4428 4.8442
11 F -1.8655 0.4608 6.4453
12 F 0.3620 0.2026 6.4553
13 C -0.7059 -2.3889 5.5913
14 C 0.8200 -2.8366 5.5966
15 C 1.9585 -3.2973 5.5701
16 C -1.4898 -3.6112 4.9848
17 N -2.1519 -4.3984 4.4471
18 O -1.1286 -2.2479 6.9738
19 C -0.1961 -2.6974 7.8840
20 N 0.6123 -2.8556 8.7043
21 H -3.4551 -2.1834 6.0806
22 H -4.8198 -1.0029 5.9088
23 H -4.8532 -2.4515 4.8203
24 H -1.9481 -1.9168 2.9243
25 H -1.7806 -0.1203 2.9670
26 H 3.0549 -3.5395 5.6653
27 O -0.5275 2.0825 -1.0105
28 C 0.5211 1.8926 -0.4535
29 C 1.7874 2.6856 -0.6628
30 C 2.8342 1.7843 -0.0364
31 C 2.0433 1.0587 1.0278
32 O 0.7137 0.9420 0.4968
33 H 1.7017 3.6388 -0.1362
34 H 1.9775 2.8481 -1.7235
35 H 3.6967 2.3218 0.3597
36 H 3.1962 1.0688 -0.7815
37 H 1.9959 1.6205 1.9657
38 H 2.4459 0.0688 1.2297
39 O -4.1629 7.1284 -2.9433
40 C -3.6347 6.0943 -2.6293
41 C -4.3223 4.9033 -2.0095
42 C -3.1516 4.0977 -1.4833
43 C -2.0448 4.4673 -2.4408
44 O -2.3181 5.8243 -2.8295
45 H -4.8708 4.3648 -2.7856
46 H -4.9925 5.2112 -1.2078
47 H -3.3411 3.0259 -1.4399
48 H -2.8974 4.4366 -0.4739
49 H -2.0452 3.8419 -3.3354
50 H -1.0633 4.4104 -1.9707
51 O -3.3194 1.8430 -3.6763
52 C -2.9529 1.2754 -4.6688
53 C -1.5920 1.4033 -5.3012
54 C -1.8228 0.8123 -6.6771
55 C -2.9311 -0.1853 -6.4201
56 O -3.7119 0.3820 -5.3594
57 H -0.8748 0.8189 -4.7217
58 H -1.2822 2.4453 -5.3582
59 H -0.9317 0.3629 -7.1170
60 H -2.1766 1.5930 -7.3569
61 H -2.5487 -1.1559 -6.0902
62 H -3.5600 -0.3341 -7.2987
63 O 1.4498 2.1223 -5.4669
64 C 1.8535 1.0186 -5.2253
65 C 2.6760 0.6226 -4.0256
66 C 3.2106 -0.7347 -4.4391
67 C 2.1259 -1.2435 -5.3633
68 O 1.5872 -0.0734 -5.9939
69 H 2.0221 0.5544 -3.1525
70 H 3.4803 1.3356 -3.8492
71 H 3.4095 -1.4028 -3.6000
72 H 4.1431 -0.6073 -4.9965
73 H 1.3212 -1.7489 -4.8213
74 H 2.5194 -1.9205 -6.1225
75 O 3.3181 -1.6583 0.6999
76 C 3.8462 -2.6904 1.0124
77 C 3.1580 -3.8808 1.6288
78 C 4.3289 -4.6868 2.1567
79 C 5.4387 -4.3127 1.1991
80 O 5.1641 -2.9590 0.8140
81 H 2.6108 -4.4179 0.8509
82 H 2.4860 -3.5737 2.4297
83 H 4.1400 -5.7602 2.1988
84 H 4.5811 -4.3494 3.1665
85 H 5.4411 -4.9368 0.3010
86 H 6.4210 -4.3678 1.6695

Record 6
C31H37IN4O2PdSi2 | the ωB97M-V functional and the def2-TZVPD basis

## Properties
multiplicity: 1
lowest unoccupied orbital energy: 0.137 Eh
calculated total energy: -2577.58881 Eh
total charge: -2

Cartesian coordinates (Å):
1 Pd -0.1854 0.4907 -0.0920
2 C 2.0245 3.9159 2.3242
3 Si 1.0870 2.3090 1.7786
4 C -0.5254 2.7051 2.8709
5 C 1.5374 0.8528 3.0145
6 C 0.0313 2.5619 0.0309
7 C -1.4038 2.7826 0.1073
8 C -2.0902 4.0052 0.2106
9 C -3.4628 4.0138 0.1536
10 C -4.1497 2.8087 -0.0068
11 C -3.4142 1.6402 -0.0745
12 N -2.0861 1.6209 0.0100
13 Si 0.5959 2.8744 -1.7341
14 C 1.5268 4.5295 -1.8433
15 C 1.5924 1.6338 -2.7413
16 C -0.9409 3.1309 -2.8278
17 H 2.2383 3.8950 3.3986
18 H 1.3977 4.7937 2.1373
19 H 2.9706 4.0623 1.7916
20 H -0.2251 2.7399 3.9236
21 H -1.2926 1.9267 2.7705
22 H -1.0039 3.6611 2.6287
23 H 1.2531 1.1013 4.0417
24 H 2.5902 0.5617 3.0092
25 H 0.9787 -0.0456 2.7289
26 H -1.5086 4.9120 0.3195
27 H -4.0073 4.9501 0.2202
28 H -5.2281 2.7724 -0.0871
29 H -3.8961 0.6804 -0.1946
30 H 2.3169 4.5836 -1.0914
31 H 0.8365 5.3608 -1.6684
32 H 1.9795 4.6697 -2.8306
33 H 2.6644 1.7118 -2.5492
34 H 1.3944 1.8502 -3.7971
35 H 1.3040 0.6030 -2.5383
36 H -1.6204 3.8999 -2.4543
37 H -1.5078 2.1986 -2.9090
38 H -0.6165 3.4184 -3.8334
39 N 3.7777 1.3017 0.8846
40 C 2.3938 1.6126 0.4770
41 N 1.8380 0.3164 0.0102
42 C 2.7277 -0.6562 0.3284
43 C 2.6949 -2.0462 0.1899
44 C 3.7964 -2.8183 0.5907
45 C 4.9315 -2.2515 1.1322
46 C 4.9874 -0.8471 1.2727
47 C 3.9201 -0.0865 0.8747
48 H 4.0866 1.7697 1.7245
49 H 2.4630 2.3013 -0.3820
50 H 1.8122 -2.5385 -0.1774
51 H 3.7378 -3.8962 0.4706
52 H 5.7637 -2.8677 1.4538
53 H 5.8621 -0.3665 1.7031
54 I -4.0068 -1.3509 -3.1371
55 C -3.8761 -2.1532 -1.2032
56 C -4.5191 -3.3582 -0.9191
57 C -4.4648 -3.8051 0.3870
58 C -3.7793 -3.0600 1.3415
59 C -3.1521 -1.8956 0.9346
60 N -3.2109 -1.4565 -0.3228
61 H -5.0347 -3.9052 -1.6949
62 H -4.9505 -4.7345 0.6604
63 H -3.7167 -3.3792 2.3731
64 H -2.5671 -1.2892 1.6165
65 O -0.6049 -1.7043 -2.2067
66 C -0.4359 -2.2437 -1.1087
67 O -0.3692 -1.6945 0.0325
68 C -0.3095 -3.7637 -1.0891
69 C 0.2884 -4.4293 -2.1521
70 C 0.4632 -5.8051 -2.1132
71 C 0.0215 -6.5352 -1.0176
72 C -0.5930 -5.8777 0.0408
73 C -0.7439 -4.4989 0.0085
74 H 0.6151 -3.8416 -3.0006
75 H 0.9510 -6.3113 -2.9387
76 H 0.1701 -7.6085 -0.9812
77 H -0.9389 -6.4410 0.9007
78 H -1.1833 -3.9667 0.8395